# 1
The following is a DFT calculation (the ωB97M-V functional and the def2-TZVPD basis) of a cluster of 2 separate species, C14H31IN3O4S in total in a non-equilibrium geometry.

HOMO	-10.78	eV
total charge	+1
relative energy (zero: lowest compared OMol25 entry of this formula, charge and spin)	0.00	kcal per mole

Positions of all 54 atoms, in Å:
N1 -0.3928 -3.7947 1.0247
C1 2.2861 1.3938 -3.7228
H1 3.2657 -3.0404 3.6271
H2 2.1197 -0.5148 -2.8131
H3 1.1204 -0.7838 0.6519
C2 1.5612 0.4245 -2.7960
H4 1.1286 5.1957 -2.5169
C3 0.4981 1.7358 -1.0955
H5 1.6462 -1.1338 2.7078
H6 -1.2248 3.9410 -5.1839
H7 0.2496 1.5900 -0.0411
C4 -2.1791 -2.6560 3.1462
C5 -1.3544 -3.9288 3.3153
H8 1.6243 3.2125 -3.1182
O1 -1.9867 -1.8589 4.3174
H9 0.8302 2.7690 -1.2123
H10 -2.3119 0.1656 2.3705
O2 1.5203 0.8125 -1.4276
C6 -0.2996 4.0096 -4.6064
H11 0.5488 0.1885 -3.1439
C7 0.3627 2.6494 -4.6044
C8 -2.1854 0.4117 3.4180
H12 -3.2287 -2.9131 3.0496
H13 -1.1305 0.5868 3.6048
C9 0.9699 -3.0452 2.9885
H14 -0.3218 1.9582 -4.0919
O3 -0.6533 4.4178 -3.2911
C10 -0.0962 -3.9858 2.4433
H15 0.8915 -3.0641 4.0653
H16 -0.5688 -0.8898 1.0558
H17 -1.9066 -2.0944 2.2554
H18 3.2756 1.5775 -3.2981
C11 0.3160 -2.7322 0.3589
H19 0.1571 6.3210 -3.4960
H20 2.4430 0.8902 -4.6814
H21 0.0793 -1.1552 3.1874
O4 -3.7224 -0.5610 4.9952
H22 -1.9545 -4.7934 3.0697
N2 0.7585 -1.6065 2.5709
C12 0.1081 5.4961 -2.7813
C13 0.3719 -1.4142 1.1167
H23 0.4707 2.3066 -5.6371
H24 -1.0433 -3.9843 4.3496
H25 -1.3796 -3.7569 0.8361
H26 0.3194 -4.9814 2.5660
S1 2.6491 -3.5636 2.5583
C14 -2.7285 -0.6771 4.3020
N3 1.6801 2.6945 -3.9837
H27 1.3048 -3.0517 0.0624
I1 -0.7136 -2.2659 -1.4621
H28 -0.4038 1.5760 -1.6915
H29 0.3384 4.7557 -5.0870
H30 -0.3900 5.8472 -1.8794
H31 -2.7187 1.3200 3.6476

Mulliken population analysis, charges in e, atoms 1 to 6:
1 N -0.2054
2 C -1.0203
3 H 0.2057
4 H 0.3515
5 H 0.4896
6 C -0.2383



# 2
The following is a DFT calculation (the ωB97M-V functional and the def2-TZVPD basis) of a structure of composition C14H31N5NaO4P2 in a non-equilibrium geometry.

HOMO	-11.90	eV
total charge	+1
relative energy (zero: lowest compared OMol25 entry of this formula, charge and spin)	26.64	kcal per mole

Positions of all 57 atoms, in Å:
C1 -2.1333 -3.5699 0.3148
O1 0.0230 -1.5376 -0.7861
H1 -1.4678 -3.8193 -0.5070
H2 -1.8121 -4.1256 1.1997
H3 0.0825 7.5848 1.0983
H4 0.0218 4.0914 -1.3789
H5 2.8085 -0.2797 1.7910
O2 -1.4566 0.3224 0.2366
H6 2.5948 -3.4752 -1.1872
H7 0.0476 6.5745 -1.1829
H8 -3.0098 0.3520 -3.3086
H9 3.5278 -0.6607 -3.2427
H10 -2.3481 -2.1939 2.6612
H11 -0.9930 -2.0533 -3.2801
C2 0.0683 5.6694 2.0586
H12 0.5579 -3.1576 2.0197
C3 -2.1741 0.3262 -2.6089
C4 2.5339 -2.8393 -2.0634
H13 1.7694 -0.6641 -3.4917
H14 2.1273 -3.8909 1.6339
N1 2.4651 -1.4558 -1.6445
C5 0.0329 3.3600 3.0268
P1 -1.4724 -0.9883 -0.4167
H15 0.0814 6.0780 3.0581
H16 0.9254 3.5617 3.6374
H17 -2.2912 1.1256 -1.8837
P2 1.5134 -1.0155 -0.3607
H18 3.4366 -2.9809 -2.6585
C6 0.0689 6.5134 0.9645
H19 2.5116 0.4926 -2.3563
H20 0.9063 -3.6873 0.3647
C7 1.3389 -3.2368 1.2537
H21 -0.8589 3.5860 3.6276
H22 -1.2416 0.4815 -3.1673
H23 3.3810 -1.8383 2.4165
N2 -2.2034 -0.9525 -1.9191
C8 0.0503 5.9515 -0.3040
C9 -1.9954 -2.0582 -2.8345
H24 -2.7300 -1.9824 -3.6360
C10 2.5643 -0.5197 -2.7491
O3 0.0172 2.0055 2.6272
N3 0.0297 3.7535 0.6349
Na1 0.0678 1.4319 0.5926
H25 1.6702 -3.1339 -2.6693
C11 0.0333 4.5723 -0.4117
H26 1.7925 -1.2137 2.9208
H27 -3.8491 -2.0654 1.7189
C12 0.0467 4.2912 1.8455
N4 -2.0626 -2.1520 0.5954
H28 -2.1428 -2.9994 -2.3179
C13 -2.8052 -1.7459 1.7742
O4 1.5623 0.4281 -0.1134
H29 -3.1540 -3.8789 0.0685
H30 -2.7684 -0.6631 1.8589
N5 1.9031 -1.9390 0.9511
C14 2.5038 -1.2781 2.0897
H31 -0.0982 1.5009 3.4378

Mulliken population analysis, charges in e, atoms 1 to 6:
1 C -1.0710
2 O 1.1053
3 H 0.2648
4 H 0.3627
5 H 0.4187
6 H 0.4640



# 3
The following is a DFT calculation (the ωB97M-V functional and the def2-TZVPD basis) of a structure of composition C14H32AlClFNO5PS.

HOMO	-4.01	eV
total charge	-1

Positions of all 57 atoms, in Å:
C1 -5.0767 4.5479 -0.3220
O1 -2.8705 4.0863 0.6933
H1 0.9786 -1.9144 -2.4839
C2 5.4796 -2.5739 -1.0107
H2 -0.4325 -3.6763 -2.7311
H3 -2.1861 5.1531 2.2355
O2 -4.6508 -0.2191 0.2171
H4 -0.3672 0.2761 -2.1374
H5 -5.7413 3.7999 0.1128
H6 0.6653 -1.6419 1.8844
H7 3.3736 -1.6804 3.4190
H8 6.0816 -0.5711 -0.4795
F1 -1.1895 -4.7823 -1.2259
C3 1.6158 -2.3679 -1.7081
C4 -0.0678 -4.2728 -1.8912
H9 -4.1995 4.8945 3.6969
S1 -3.3065 -0.5287 0.5978
C5 0.7994 -3.4371 -0.9665
H10 -0.6065 -0.6962 0.0584
H11 -0.4190 1.9087 -1.5056
C6 -0.7309 0.3866 -0.0252
H12 5.2368 -2.4958 -2.0761
H13 -0.2438 0.8301 0.8477
H14 5.0406 -1.3674 0.7127
H15 -3.5740 5.8962 1.4586
C7 4.7105 -3.7203 -0.3614
O3 -3.2996 3.3240 -1.3173
C8 -3.1637 4.9456 1.8036
N1 3.0541 -2.1218 2.5647
C9 -0.0424 0.8981 -1.2930
Al1 2.3956 -0.8407 -0.6622
H16 -2.4225 1.6051 0.6297
H17 -5.1562 5.4608 0.2620
H18 -5.0431 4.0478 2.3950
H19 0.4692 -5.1411 -2.2836
C10 -2.2170 0.7437 -0.0049
H20 1.9327 1.1509 -2.1222
H21 -3.6093 3.3249 3.1241
H22 3.6466 -3.4929 -0.2618
H23 1.8085 0.0776 2.3022
H24 -2.6241 0.9665 -0.9958
C11 -3.6889 3.9562 -0.3755
H25 1.7846 1.6555 -0.4476
P1 2.0255 -1.2117 1.7288
C12 1.4806 0.8748 -1.1594
O4 -2.7712 -1.8370 0.4222
H26 2.4366 -2.8578 -2.2502
H27 6.5559 -2.7788 -0.9483
H28 5.0737 -3.9020 0.6515
H29 1.4882 -4.1026 -0.4362
H30 4.8028 -4.6482 -0.9349
Cl1 -3.2111 -0.1559 2.6352
H31 0.1395 -3.0114 -0.2023
O5 4.0979 -0.5528 -0.9398
H32 -5.3951 4.7344 -1.3436
C13 -4.0620 4.2676 2.8152
C14 5.1953 -1.2126 -0.3654

Mulliken population analysis, charges in e, atoms 1 to 6:
1 C -1.2525
2 O -0.4153
3 H 0.5875
4 C -0.4581
5 H 0.2753
6 H 0.3507



# 4
The following is a DFT calculation (the ωB97M-V functional and the def2-TZVPD basis) of a structure of composition C14H32BF4N4Ta in a non-equilibrium geometry.

HOMO	-8.01	eV
total charge	0

Positions of all 56 atoms, in Å:
C1 -0.4533 0.7923 -3.8975
C2 -2.9406 -2.1731 0.0030
H1 2.1169 -0.0578 2.2181
H2 -2.8488 1.4945 1.3462
C3 2.5633 0.7286 1.5980
H3 2.7431 1.6068 2.2320
F1 -1.5346 -0.1220 4.0686
H4 3.3175 1.9389 -0.5699
C4 -2.3417 -1.8119 -1.3625
H5 -3.2716 2.3260 -0.1715
H6 2.5265 0.7651 -2.5425
H7 1.9747 -2.0067 -3.7057
H8 -2.3287 -2.7881 -3.3181
C5 3.3506 -0.8747 -1.4438
C6 -2.7004 1.4796 0.2517
N1 -1.2963 1.6472 -0.1051
H9 3.5385 0.3607 1.2290
H10 -1.7840 3.6617 0.1232
H11 -1.3611 -3.6125 -2.0617
N2 0.9798 -0.3253 -1.7702
H12 2.2461 3.0951 0.2591
F2 -0.2486 -0.8569 1.5456
C7 2.2691 2.1546 -0.3120
H13 0.2985 -2.1761 -2.4714
H14 -2.6184 -3.1798 0.2986
B1 -0.1960 -0.0706 3.9501
H15 -0.9835 2.7786 -3.3549
C8 -1.1378 1.7047 -3.1986
C9 -0.0883 -1.1488 -2.3074
C10 -0.8899 3.0188 0.1518
N3 1.7051 1.0708 0.4747
N4 -1.0629 -1.1549 -1.2242
C11 -0.6360 -0.6806 -3.6850
C12 -2.2765 -3.0481 -2.2583
F3 0.5759 -1.1408 4.2118
H16 -3.1304 -3.6986 -2.0395
H17 -0.1891 3.3757 -0.6103
H18 -3.1226 0.5502 -0.1434
H19 0.2211 1.0730 -4.7153
H20 -2.6544 -1.4886 0.8039
H21 -4.0392 -2.1808 -0.0692
C13 2.3620 -0.9818 -3.7589
F4 0.3815 1.1268 3.7102
H22 -1.9475 1.4236 -2.5184
H23 1.7090 2.3137 -1.2423
H24 1.8398 -0.4068 -4.5239
H25 2.9227 -1.1264 -0.4647
H26 -1.6904 -0.9759 -3.7533
H27 4.1753 -0.1671 -1.2869
H28 -0.0954 -1.2644 -4.4408
C14 2.2949 -0.3045 -2.4050
H29 -0.4307 3.1269 1.1439
H30 -3.0427 -1.0925 -1.8316
Ta1 -0.0084 0.1372 -0.1012
H31 3.4157 -1.0381 -4.0597
H32 3.7641 -1.7994 -1.8681

Mulliken population analysis, charges in e, atoms 1 to 6:
1 C -0.2178
2 C -1.5826
3 H 0.2181
4 H 0.2434
5 C -1.1917
6 H 0.3017